[1]
Here is C4H12N3O as an isolated structure at a distorted geometry from OMol25. Energies are from ωB97M-V/def2-TZVPD.

The geometry in XYZ format:
```
20
Properties=species:S:1:pos:R:3
C -0.4966 0.4614 1.4025
C 0.6995 -0.1972 0.7267
C 1.0224 -1.6261 1.3142
C 0.2833 0.6360 -2.0639
N -0.0868 -0.3328 -0.4652
N -0.5044 1.7820 -1.8771
N -1.1766 0.2830 0.1628
O -0.1144 -2.4402 1.6431
H -1.0020 -0.1807 2.2134
H -0.6424 1.5403 1.6123
H 1.7307 0.2898 0.7065
H 1.6777 -1.3879 2.1667
H 1.5940 -1.9774 0.4850
H -0.0941 -0.0025 -2.8458
H 1.3311 0.6789 -2.1119
H -1.1339 2.0069 -2.6568
H 0.0878 2.5434 -1.5714
H -2.0835 -0.1112 0.1840
H -1.2356 1.3485 -0.4968
H 0.1439 -3.3142 1.4716
```

The energy above the lowest of the compared OMol25 structures with the same formula, charge and spin is 117.86 kcal per mole. Its net charge is +1. Its molecular weight is 118.2 g mol⁻¹. The calculation puts the total energy at -10849.9824 eV. The largest force on an atom comes out at 5.2 eV/A. The HOMO energy is -13.3 eV. The value obtained for the LUMO energy is -0.110 Ha.

[2]
Here is one molecule with the formula C4H12N2O at a distorted geometry from OMol25. Energies are from ωB97M-V/def2-TZVPD.

The geometry in XYZ format:
```
19
Properties=species:S:1:pos:R:3
N -0.1610 -1.4727 1.0214
C -1.3516 -0.6271 1.0036
C -0.8953 0.9097 1.0709
N 0.2391 1.4075 0.3072
C 0.3029 0.8723 -1.1887
C 1.4554 0.0897 -1.6603
O 1.8369 -1.0086 -0.8479
H 0.9246 -1.4175 -0.6774
H -0.4326 -2.2975 1.5499
H 0.3714 -0.9758 1.7559
H -2.1086 -0.7346 1.7659
H -1.9194 -0.7750 0.0592
H -1.7741 1.4595 0.6567
H -0.7493 1.2168 2.1490
H 0.9893 0.8954 0.7808
H -0.6348 0.3644 -1.3336
H 0.1273 1.7072 -1.9980
H 2.4028 0.6491 -1.7552
H 1.3772 -0.2630 -2.6596
```

The energy above the lowest of the compared OMol25 structures with the same formula, charge and spin is 62.25 kcal per mole. Its net charge is 0. Its molecular weight is 104.2 g mol⁻¹. The calculation puts the total energy at -9368.4942 eV. The largest force on an atom comes out at 3.7 eV/A. The HOMO energy is -9.1 eV. The value obtained for the LUMO energy is 0.032 Ha.

[3]
Here is a 4-piece molecular cluster, C26H43FO13S2 overall at a distorted geometry from OMol25. Energies are from ωB97M-V/def2-TZVPD.

The geometry in XYZ format:
```
85
Properties=species:S:1:pos:R:3
O 0.4870 -4.0706 -3.0791
C -0.0211 -3.5746 -2.0983
C 0.5927 -2.3676 -1.4595
C 0.2241 -2.0107 -0.2317
S 0.7736 -0.4995 0.4788
O 0.9570 0.3941 -0.6180
O -0.0347 -0.1139 1.5791
F 2.1954 -0.7950 1.0447
C -0.7124 -2.8554 0.5856
O -0.6413 -2.8560 1.7930
C -1.6668 -3.6771 -0.2002
C -2.8957 -4.0586 0.3351
C -3.3711 -3.6275 1.6979
C -3.3993 -2.0960 1.8953
C -4.8086 -1.4892 1.9792
C -4.8525 -0.0902 1.3548
S -4.8187 -0.1374 -0.4206
O -5.1118 -1.4678 -0.8617
O -5.5406 0.9744 -0.9703
O -3.2649 0.1459 -0.6745
C -3.7207 -4.8462 -0.4607
C -3.3426 -5.2586 -1.7291
C -2.1307 -4.8621 -2.2593
C -1.3006 -4.0543 -1.4998
H 1.3142 -1.7924 -2.0278
H -4.3597 -4.0552 1.8610
H -2.6962 -4.0561 2.4392
H -2.8745 -1.6265 1.0625
H -2.8391 -1.8278 2.7896
H -5.0871 -1.3574 3.0272
H -5.5456 -2.1390 1.5121
H -5.7054 0.5104 1.6610
H -3.9577 0.4557 1.6603
H -3.2138 0.7602 -1.4239
H -4.6878 -5.1534 -0.0818
H -4.0108 -5.8822 -2.3070
H -1.8382 -5.1522 -3.2580
C 4.6108 4.5687 -1.1803
O 4.7993 3.5939 -0.1730
C 4.5712 4.0811 1.1393
C 3.2215 3.6553 1.6699
O 2.1583 4.2616 0.9565
C 1.5504 3.3942 0.0134
H 4.6606 4.0566 -2.1397
H 3.6390 5.0602 -1.0878
H 5.4012 5.3267 -1.1444
H 4.6508 5.1724 1.1632
H 5.3537 3.6690 1.7844
H 3.1380 3.9667 2.7162
H 3.1366 2.5641 1.6326
H 0.9873 2.6085 0.5212
H 2.2907 2.9412 -0.6491
H 0.8592 3.9894 -0.5828
C -2.5754 5.4625 4.1463
O -1.7755 5.3006 2.9925
C -1.5548 3.9439 2.6389
C -2.4232 3.5202 1.4781
O -3.8017 3.4879 1.8220
C -4.5301 4.6025 1.3429
H -2.8036 6.5232 4.2366
H -3.5110 4.9013 4.0714
H -2.0369 5.1413 5.0450
H -1.7306 3.2900 3.4988
H -0.5043 3.8450 2.3465
H -2.1377 2.5042 1.1831
H -2.2575 4.1789 0.6201
H -4.6338 4.5633 0.2531
H -4.0533 5.5446 1.6250
H -5.5221 4.5585 1.7896
C 4.2329 -2.1339 -1.4641
O 3.7617 -2.9095 -2.5507
C 4.2511 -2.4777 -3.8115
C 5.3606 -3.3714 -4.3138
O 6.5208 -3.2720 -3.5052
C 6.6851 -4.3566 -2.6119
H 3.9208 -2.6375 -0.5491
H 5.3210 -2.0402 -1.4582
H 3.7805 -1.1344 -1.4876
H 4.6020 -1.4428 -3.7519
H 3.4165 -2.5159 -4.5187
H 5.6343 -3.0602 -5.3266
H 5.0101 -4.4071 -4.3592
H 6.9429 -5.2736 -3.1528
H 5.7829 -4.5316 -2.0200
H 7.5058 -4.1033 -1.9431
```

Its net charge is 0. Its molecular weight is 646.7 g mol⁻¹. The calculation puts the total energy at -78660.2117 eV. The largest force on an atom comes out at 1.4 eV/A. The HOMO energy is -9.1 eV. The value obtained for the LUMO energy is -0.065 Ha.

[4]
Here is one molecule with the formula C4H9NO2 from OMol25. Energies are from ωB97M-V/def2-TZVPD.

The geometry in XYZ format:
```
16
Properties=species:S:1:pos:R:3
C 1.5973 -1.2465 1.3847
O 0.5573 -0.4506 0.8821
C 1.0170 0.4628 -0.0773
C -0.1422 1.2713 -0.6185
N -2.5487 0.1246 -0.0080
C -2.0404 -0.0507 -1.1509
O -0.8887 0.5010 -1.5650
H 2.0481 -1.8684 0.5947
H 2.3936 -0.6324 1.8365
H 1.1718 -1.8962 2.1530
H 1.5064 -0.0653 -0.9130
H 1.7596 1.1498 0.3660
H 0.2387 2.1345 -1.1725
H -0.7920 1.6043 0.1943
H -3.4204 -0.3926 0.0639
H -2.4571 -0.6455 -1.9699
```

The energy above the lowest of the compared OMol25 structures with the same formula, charge and spin is 49.94 kcal per mole. Its net charge is 0. Its molecular weight is 103.1 g mol⁻¹. The calculation puts the total energy at -9877.8952 eV. The largest force on an atom comes out at 0.3 eV/A. The HOMO energy is -9.9 eV. The value obtained for the LUMO energy is 0.038 Ha.

Q: Among the records above, which one has the highest molecular weight?
A: C26H43FO13S2

Q: Among the records above, which one has the lowest molecular weight?
A: C4H9NO2